DFT (the ωB97M-V functional and the def2-TZVPD basis) results for 2 unconnected molecules or ions with the total composition C4H11NS in a non-equilibrium geometry.

Structure (XYZ):
```
17
C4H11NS the ωB97M-V functional and the def2-TZVPD basis
C -0.6597 1.8452 1.0658
N 0.7709 2.1753 1.3470
H -1.1169 1.0627 1.6944
H -1.5131 2.3887 0.6281
H 0.8244 3.0805 0.9222
H -0.0238 1.5452 0.1765
C 1.4234 -1.4059 -0.4821
C 0.0136 -1.4198 0.0362
C -0.9650 -0.7066 -0.8935
S -0.7067 0.7174 -1.8763
H 1.6320 -2.1580 -1.2639
H 2.2104 -1.3954 0.2676
H 1.5434 -0.3888 -0.9248
H -0.3364 -2.4516 0.1768
H 0.0110 -0.9970 1.0616
H -1.8521 -0.4302 -0.2936
H -1.2556 -1.4617 -1.6418
```

Summary:
F_max ... 4.9 eV/A
Calculated total energy ... -16645.74618 eV
HOMO level ... -7.9 eV
LUMO energy ... -2.4 eV
Relative energy (zero: lowest compared OMol25 entry of this formula, charge and spin) ... 583.5 kJ/mol

=====

DFT (the ωB97M-V functional and the def2-TZVPD basis) results for a single C4H11NS molecule in a non-equilibrium geometry.

Structure (XYZ):
```
17
C4H11NS the ωB97M-V functional and the def2-TZVPD basis
C 2.5487 -0.9677 0.2986
N 1.7125 -0.0363 -0.3564
C 0.4608 0.3764 0.2246
C 0.2673 1.8523 0.1060
C -0.6027 -0.4713 -0.5394
S -2.3185 -0.3886 0.0710
H 2.1873 -1.4802 1.2721
H 2.6605 -1.7418 -0.3797
H 3.5446 -0.4472 0.3659
H 2.2593 0.5041 -0.9925
H 0.5251 0.0465 1.2770
H -0.6224 2.2038 0.6164
H 1.2883 2.2467 0.4092
H 0.2781 2.2474 -0.8896
H -0.6780 0.0494 -1.5462
H -0.2630 -1.4724 -0.7497
H -2.1161 -0.4215 1.4364
```

Summary:
F_max ... 2.5 eV/A
Calculated total energy ... -16650.37193 eV
Structure (SMILES) ... CN[C@@H](C)CS
HOMO level ... -8.2 eV
LUMO energy ... 1.0 eV
Relative energy (zero: lowest compared OMol25 entry of this formula, charge and spin) ... 137.1 kJ/mol

=====

DFT (the ωB97M-V functional and the def2-TZVPD basis) results for 2 unconnected molecules or ions with the total composition C4H11NS in a non-equilibrium geometry.

Structure (XYZ):
```
17
C4H11NS the ωB97M-V functional and the def2-TZVPD basis
C -1.9121 1.0102 0.9478
C -2.4395 -0.1739 0.5624
N -2.7399 -0.5195 -0.7838
H -0.9909 1.3528 0.4885
H -2.3210 1.5286 1.8037
H -2.7709 -0.9479 1.2500
H -2.6171 0.2792 -1.3907
H -3.6940 -0.8321 -0.8634
C 1.5961 0.4215 -1.5235
S 2.2350 0.1342 0.1254
C 0.9496 -0.9036 0.8219
H 1.5829 -0.5145 -2.0868
H 0.6205 0.8892 -1.6524
H 2.4095 0.9716 -2.0114
H 1.3969 -1.7441 1.3448
H 0.3156 -1.3692 0.0690
H 0.3678 -0.2895 1.5037
```

Summary:
F_max ... 1.7 eV/A
Calculated total energy ... -16649.48879 eV
Structure (SMILES) ... C=CN.CSC
HOMO level ... -8.0 eV
LUMO energy ... 0.9 eV
Relative energy (zero: lowest compared OMol25 entry of this formula, charge and spin) ... 222.4 kJ/mol

=====

DFT (the ωB97M-V functional and the def2-TZVPD basis) results for a single C4H11NS molecule in a non-equilibrium geometry.

Structure (XYZ):
```
17
C4H11NS the ωB97M-V functional and the def2-TZVPD basis
C -1.1245 1.4529 -0.2998
C -1.1597 -0.1156 -0.0251
N -0.9641 -0.5586 1.3892
C -0.0075 -0.7332 -0.8596
C 1.4444 -0.8672 -0.2011
S 2.3306 0.6457 0.3160
H -1.8454 1.9105 0.4143
H -1.4825 1.7516 -1.3168
H -0.0882 1.8465 -0.1213
H -1.9756 -0.5085 -0.5487
H -0.3103 0.1097 1.7622
H -1.7878 -0.3430 1.9991
H 0.1820 -0.0622 -1.7467
H -0.2468 -1.7113 -1.2361
H 1.4700 -1.5425 0.6675
H 2.0987 -1.2943 -0.9353
H 3.4668 0.0193 0.7424
```

Summary:
F_max ... 3.1 eV/A
Calculated total energy ... -16651.06803 eV
Structure (SMILES) ... C[C@H](N)CCS
HOMO level ... -8.9 eV
LUMO energy ... 0.9 eV
Relative energy (zero: lowest compared OMol25 entry of this formula, charge and spin) ... 70.0 kJ/mol

=====

DFT (the ωB97M-V functional and the def2-TZVPD basis) results for 2 unconnected molecules or ions with the total composition C4H11NS.

Structure (XYZ):
```
17
C4H11NS the ωB97M-V functional and the def2-TZVPD basis
C -2.5020 1.2554 0.7843
S -3.5650 0.1847 -0.1565
H -2.0845 2.0706 0.1802
H -3.1455 1.6906 1.5479
H -1.6559 0.7163 1.2131
H -2.6465 -0.4483 -0.9274
C 2.3102 0.1973 0.3940
C 1.2935 -0.6138 -0.3632
C 1.3538 -0.7643 -1.6901
N 0.3947 -1.2974 0.4600
H 2.7809 -0.4290 1.1525
H 1.9075 1.0889 0.8823
H 3.0922 0.5423 -0.2777
H 0.6615 -1.4404 -2.1810
H 2.0370 -0.1804 -2.2839
H 0.1201 -0.8183 1.2999
H -0.3521 -1.7543 -0.0342
```

Summary:
F_max ... 0.8 eV/A
Calculated total energy ... -16641.67828 eV
Charge ... +1
HOMO level (spin up / spin down) ... -11.4 / -11.4 eV
LUMO energy (spin up / spin down) ... -4.4 / -9.6 eV
Relative energy (zero: lowest compared OMol25 entry of this formula, charge and spin) ... 152.2 kJ/mol
Multiplicity ... 2

=====

DFT (the ωB97M-V functional and the def2-TZVPD basis) results for a gas-phase ion, C4H11NS2 (charge -1) in a non-equilibrium geometry.

Structure (XYZ):
```
18
C4H11NS2 the ωB97M-V functional and the def2-TZVPD basis
S -1.9881 -2.4445 0.3641
S -0.1492 -1.4652 0.5200
C -0.5949 0.2019 0.9985
C -0.1217 1.0676 -0.0935
N 1.2241 1.4043 0.2025
C 1.8500 2.6218 -0.4012
C 1.9644 2.4460 -1.9879
H -2.0449 -2.4252 -1.0078
H -0.2530 0.5630 1.9812
H -1.6867 0.1493 1.0595
H -0.8090 1.9036 -0.2408
H -0.0400 0.4896 -1.0290
H 1.7446 0.5074 -0.0140
H 1.2882 3.5801 -0.1450
H 2.8698 2.6852 0.1894
H 2.1287 1.3835 -2.2621
H 2.7062 3.1100 -2.5827
H 1.1376 2.7547 -2.6068
```

Summary:
F_max ... 3.5 eV/A
Calculated total energy ... -27484.99440 eV
Charge ... -1
HOMO level (spin up / spin down) ... 0.4 / -4.1 eV
LUMO energy (spin up / spin down) ... 3.3 / 3.3 eV
Relative energy (zero: lowest compared OMol25 entry of this formula, charge and spin) ... 169.2 kJ/mol
Multiplicity ... 2

=====

DFT (the ωB97M-V functional and the def2-TZVPD basis) results for 2 unconnected molecules or ions with the total composition C4H11NS2 in a non-equilibrium geometry.

Structure (XYZ):
```
18
C4H11NS2 the ωB97M-V functional and the def2-TZVPD basis
C 1.7540 1.7711 2.3903
C 1.7849 0.5801 1.4133
C 1.7192 -0.7032 1.8153
N 1.3945 -1.8433 0.9954
H 1.6976 1.3699 3.4162
H 2.6421 2.3882 2.2823
H 0.9452 2.4189 2.1248
H 1.9968 0.8301 0.3887
H 1.8585 -0.9813 2.8648
H 1.7572 -2.7153 1.3847
H 1.6913 -1.7217 0.0283
C -1.4710 -0.3870 0.4211
S -0.6474 0.4686 -0.8845
S -1.8005 -0.0664 -2.5325
H -2.5953 -0.2827 0.3620
H -1.1683 -0.0152 1.4113
H -1.2104 -1.4320 0.3040
H -0.9322 -0.9564 -3.1045
```

Summary:
F_max ... 2.0 eV/A
Calculated total energy ... -27486.12595 eV
Structure (SMILES) ... C/C=C/N.CSS
HOMO level ... -8.2 eV
LUMO energy ... 0.7 eV
Relative energy (zero: lowest compared OMol25 entry of this formula, charge and spin) ... 109.9 kJ/mol

=====

DFT (the ωB97M-V functional and the def2-TZVPD basis) results for a single C4H11NS2 molecule in a non-equilibrium geometry.

Structure (XYZ):
```
18
C4H11NS2 the ωB97M-V functional and the def2-TZVPD basis
C -3.2772 -0.5099 0.7667
C -1.8097 -0.0548 0.9040
S -0.9609 -1.0712 -0.3284
S 0.2341 0.3681 -1.2403
C 1.1310 1.2695 0.0831
C 2.0829 0.3175 0.9018
N 3.3421 0.0968 0.1261
H -3.6094 -1.4587 1.0209
H -3.7895 0.1646 1.4773
H -3.6585 -0.2199 -0.2663
H -1.6852 1.0551 0.9037
H -1.2906 -0.2989 1.8580
H 1.6687 2.1142 -0.3727
H 0.4526 1.8723 0.8503
H 2.2841 0.7879 1.8756
H 1.6059 -0.6341 0.9478
H 4.1896 0.3153 0.7240
H 3.3043 0.7405 -0.7350
```

Summary:
F_max ... 4.4 eV/A
Calculated total energy ... -27485.81325 eV
Structure (SMILES) ... CCSSCCN
HOMO level ... -8.1 eV
LUMO energy ... 0.7 eV
Relative energy (zero: lowest compared OMol25 entry of this formula, charge and spin) ... 140.1 kJ/mol

=====

DFT (the ωB97M-V functional and the def2-TZVPD basis) results for a single C4H11NS2 molecule in a non-equilibrium geometry.

Structure (XYZ):
```
18
C4H11NS2 the ωB97M-V functional and the def2-TZVPD basis
C -2.8202 -0.6990 0.7499
C -1.3356 -0.5306 1.0621
N -0.6338 -0.0149 -0.1246
C 0.5954 0.6557 0.2629
C 1.5239 1.0529 -0.8488
S 1.7074 -0.1821 -2.2630
S 3.5307 -1.1093 -1.7469
H -3.0612 0.2315 0.2471
H -3.4246 -0.7276 1.6569
H -3.0044 -1.5145 0.0530
H -0.9033 -1.4940 1.3862
H -1.1518 0.1721 1.8783
H -0.3598 -0.8028 -0.7122
H 0.2706 1.5707 0.7803
H 1.2152 0.1235 1.0052
H 1.1912 1.8960 -1.4487
H 2.5315 1.3346 -0.5505
H 4.1285 0.0380 -1.3873
```

Summary:
F_max ... 2.0 eV/A
Calculated total energy ... -27486.42425 eV
Structure (SMILES) ... CCNCCSS
HOMO level ... -8.5 eV
LUMO energy ... 0.5 eV
Relative energy (zero: lowest compared OMol25 entry of this formula, charge and spin) ... 81.2 kJ/mol

=====

DFT (the ωB97M-V functional and the def2-TZVPD basis) results for 2 unconnected molecules or ions with the total composition C4H11O in a non-equilibrium geometry.

Structure (XYZ):
```
16
C4H11O the ωB97M-V functional and the def2-TZVPD basis
C -0.3593 2.8316 -1.6600
O 0.6017 1.8700 -1.6504
H -0.0055 3.8765 -1.5139
H -1.1266 2.6900 -0.8697
H -1.0565 2.7746 -2.5712
C -0.6105 -0.3534 0.3514
C 0.5708 -1.2435 0.3856
C 0.6043 -2.2368 1.5663
H -0.1023 0.6027 0.1575
H -1.1454 -0.5651 -0.5687
H -1.3269 -0.2185 1.1705
H 0.8760 -1.7120 -0.6348
H 1.5398 -0.7649 0.4924
H 1.0849 -3.1482 1.3630
H -0.3822 -2.7890 1.4977
H 0.8375 -1.6140 2.4843
```

Summary:
F_max ... 3.8 eV/A
Calculated total energy ... -6371.70498 eV
Charge ... -1
HOMO level ... -1.9 eV
LUMO energy ... 3.8 eV
Relative energy (zero: lowest compared OMol25 entry of this formula, charge and spin) ... 145.5 kJ/mol

=====

DFT (the ωB97M-V functional and the def2-TZVPD basis) results for a molecular structure, C4H11O2S in a non-equilibrium geometry.

Structure (XYZ):
```
18
C4H11O2S the ωB97M-V functional and the def2-TZVPD basis
C 0.7767 1.8572 0.3242
O -0.0644 2.0398 -0.7170
C 1.2329 0.4005 0.6512
C -0.0662 -0.3945 0.6336
C 0.1131 -1.8524 0.2610
S -1.4984 -2.6752 -0.1618
H 0.3833 2.3384 1.2547
H 1.7389 2.3800 0.0446
H 1.8914 0.0382 -0.1248
H 1.8200 0.3073 1.5324
H -0.6518 -0.3263 1.6102
H -0.8264 0.1367 -0.0222
H 0.5215 -2.5377 1.0701
H 0.7589 -1.9014 -0.6775
H -2.0337 -1.8343 -1.1844
H -1.2383 0.0119 -2.0145
H -1.0146 1.4276 -0.9818
O -1.8428 0.5841 -1.4980
```

Summary:
F_max ... 2.3 eV/A
Calculated total energy ... -19256.16913 eV
Charge ... -1
HOMO level ... -4.1 eV
LUMO energy ... 3.5 eV
Relative energy (zero: lowest compared OMol25 entry of this formula, charge and spin) ... 122.9 kJ/mol

=====

DFT (the ωB97M-V functional and the def2-TZVPD basis) results for a gas-phase ion, C4H11O2S (charge +1) in a non-equilibrium geometry.

Structure (XYZ):
```
18
C4H11O2S the ωB97M-V functional and the def2-TZVPD basis
C -1.9679 -1.2958 1.4209
C 0.6436 0.0273 -2.3240
C 1.2641 1.9806 -0.3083
C -0.5618 -0.8424 1.5240
O 2.0315 -0.6273 0.0580
O -0.3479 -0.0604 -0.0188
S 1.0703 0.2189 -0.5256
H -2.2232 -2.3381 1.5377
H -2.5965 -0.6884 2.0989
H -2.4207 -1.0094 0.4375
H 1.4904 0.2155 -2.9084
H -0.0738 0.8237 -2.3690
H 0.1971 -0.9761 -2.4378
H 2.1324 2.1974 -0.8363
H 1.4654 2.2571 0.6713
H 0.4268 2.4401 -0.6136
H 0.1106 -1.7044 1.4420
H -0.0837 -0.2423 2.3039
```

Summary:
F_max ... 3.7 eV/A
Calculated total energy ... -19247.15721 eV
Charge ... +1
HOMO level ... -16.0 eV
LUMO energy ... -3.3 eV
Relative energy (zero: lowest compared OMol25 entry of this formula, charge and spin) ... 179.0 kJ/mol

=====

Which of these has the lowest calculated total energy? number 9